Computed, not measured: a 7-piece molecular cluster, C43H78N3O15P overall at a distorted geometry, with ωB97M-V/def2-TZVPD.

Last column: Mulliken charge in e.
Positions of all 140 atoms, in Å:
C -3.3112 2.5526 -0.6855  -0.943
C -2.4078 3.6896 -0.5493  1.002
C -1.9321 3.8153 0.8991  -0.215
C -0.6247 4.6156 1.0793  -1.533
C 0.5244 3.8908 0.2865  -0.008
C 0.2049 3.8172 -1.2152  1.370
N -1.2444 3.3289 -1.4886  1.442
O -1.4755 2.8594 -2.5072  -0.514
C 1.1346 2.8733 -1.9575  -0.807
C 0.2517 5.2094 -1.8585  -1.724
C -3.0031 4.9957 -1.1022  -1.664
H -4.0812 2.5769 0.0866  0.664
H -2.6695 1.6450 -0.4519  0.137
H -3.7420 2.3654 -1.6959  0.279
H -1.7508 2.7971 1.2781  -0.627
H -2.7668 4.1399 1.5109  0.793
H -0.3385 4.7659 2.1305  0.469
H -0.7506 5.6165 0.6407  0.651
H 0.6718 2.9223 0.7334  -1.150
H 1.4279 4.5153 0.4232  0.678
H 0.9888 1.8121 -1.7368  -0.318
H 2.1393 3.1514 -1.5716  0.245
H 0.9941 3.0198 -3.0466  0.643
H -0.3192 6.0320 -1.3463  0.354
H -0.0799 5.2852 -2.9017  0.331
H 1.3069 5.5108 -1.7112  0.470
H -2.3440 5.8281 -1.0580  0.365
H -3.8674 5.2565 -0.4807  0.412
H -3.3407 4.7933 -2.1815  0.330
C -3.0498 0.1876 -3.5612  -1.824
C -3.1580 -1.1412 -2.8090  1.046
C -4.1031 -2.0143 -3.6000  -1.076
C -4.0435 -3.5181 -3.3076  -0.858
C -2.6594 -4.0451 -3.4701  -1.249
C -1.5928 -3.4425 -2.5471  1.328
N -1.8225 -1.8915 -3.0212  1.065
O -0.9848 -1.3617 -3.8442  -0.468
C -0.2032 -3.7871 -3.1143  -1.742
C -1.7168 -3.7168 -1.0590  -1.661
C -3.5252 -1.1240 -1.2868  -0.923
H -4.0705 0.5869 -3.6005  0.474
H -2.7917 0.1701 -4.6164  0.398
H -2.3783 0.8236 -2.9778  0.148
H -3.9802 -1.9175 -4.6402  0.461
H -5.0911 -1.7950 -3.2404  0.478
H -4.8049 -4.1400 -3.7629  0.478
H -4.1772 -3.5396 -2.2189  0.382
H -2.3455 -3.9250 -4.4873  0.342
H -2.6774 -5.1007 -3.2571  0.519
H -0.0955 -4.8661 -3.1103  0.580
H 0.5843 -3.2432 -2.6044  -0.109
H -0.1304 -3.5779 -4.1583  0.718
H -1.0780 -4.5408 -0.8401  1.100
H -2.7780 -3.8329 -0.8154  0.797
H -1.4750 -2.8728 -0.4105  -0.367
H -3.6018 -2.1518 -0.9591  0.838
H -4.5134 -0.7011 -1.2610  0.781
H -2.8678 -0.5428 -0.5772  -1.018
C 1.0692 -4.7183 2.6983  -1.725
C 0.5496 -3.3646 2.1625  1.696
C 0.8770 -2.1285 3.0041  -0.348
C 2.3412 -1.7306 2.9713  -1.459
C 2.7566 -1.3028 1.5281  0.507
C 2.4944 -2.3994 0.4996  0.863
N 1.0907 -3.0071 0.7384  1.067
O 0.8743 -3.9549 -0.1301  -0.932
C 3.5291 -3.5009 0.5350  -2.133
C 2.5247 -1.8187 -0.9456  -1.140
C -0.9972 -3.5820 2.1025  -1.221
H 2.1776 -4.9499 2.5439  0.236
H 0.5348 -5.5260 2.1684  0.389
H 0.9527 -4.8799 3.7698  0.380
H 0.5523 -2.4156 4.0141  0.733
H 0.2948 -1.2571 2.6011  -0.788
H 3.0362 -2.5411 3.3155  0.580
H 2.5091 -0.9048 3.6595  0.348
H 3.8085 -1.0501 1.3170  0.526
H 2.1804 -0.4374 1.1888  -1.098
H 4.3617 -3.2437 -0.1322  0.476
H 3.2413 -4.4654 0.1577  0.338
H 3.9692 -3.6425 1.5018  0.414
H 2.0783 -2.6678 -1.5129  -0.250
H 3.5783 -1.6422 -1.0949  1.276
H 1.8885 -0.9510 -0.9615  -0.528
H -1.2371 -4.2199 1.2515  0.129
H -1.4908 -2.6349 2.0188  -0.724
H -1.1728 -4.0694 3.0457  0.914
P -0.4081 0.0903 0.0217  -1.682
O -1.5283 -0.2717 0.8800  0.612
O 0.7949 0.7455 0.4967  -0.426
O -0.6916 0.2166 -1.4342  -0.147
O 0.1235 -1.9528 0.4177  1.023
O 4.2412 4.0823 2.6205  -0.667
C 4.2656 3.1659 1.8302  0.328
O 3.4787 3.1081 0.7191  -0.283
C 3.7672 1.9270 -0.0386  -0.245
C 5.1051 1.3765 0.5119  -0.523
C 5.2314 2.0033 1.8642  -0.274
H 3.6903 2.1549 -1.1203  0.452
H 2.8960 1.2432 0.0872  0.258
H 5.8815 1.7629 -0.1608  0.511
H 5.2542 0.2836 0.5109  0.209
H 6.2381 2.4091 2.0085  0.356
H 4.9188 1.2970 2.6980  0.084
O 4.8671 0.0011 -2.3341  -0.640
C 3.9536 -0.3206 -3.0732  0.447
O 2.8851 0.4126 -3.2868  -0.308
C 1.8411 -0.2330 -4.0974  0.474
C 2.5526 -1.4233 -4.7281  -0.764
C 3.8957 -1.5863 -3.9152  -0.111
H 1.3349 0.4757 -4.7130  0.680
H 1.0750 -0.5655 -3.3667  -0.595
H 2.7788 -1.2369 -5.7599  0.341
H 1.9296 -2.2968 -4.6951  0.142
H 4.7376 -1.7910 -4.5647  0.513
H 3.6899 -2.4233 -3.2137  0.020
O 1.3136 3.3624 7.1797  -0.659
C 1.2563 2.9045 6.0522  0.258
O 0.2178 2.2469 5.6354  -0.432
C 0.3507 1.8316 4.2195  0.948
C 1.7645 2.1172 3.7944  1.730
C 2.2366 3.1544 4.9349  -0.473
H -0.4189 2.3120 3.6137  -0.339
H 0.1789 0.7665 4.2603  -0.264
H 1.8031 2.4787 2.7718  -1.048
H 2.4190 1.2728 3.9449  -0.344
H 2.1684 4.1964 4.5601  0.303
H 3.2965 3.0807 5.1947  0.414
O -5.5681 1.2615 1.3619  -0.644
C -4.8150 0.6656 2.0904  0.359
O -3.7712 1.3143 2.6904  -0.331
C -3.0053 0.4255 3.5829  0.743
C -3.8528 -0.8766 3.5972  -0.877
C -4.7042 -0.8214 2.3432  0.451
H -2.9103 0.8922 4.5779  0.450
H -2.0401 0.2923 3.0596  -0.755
H -4.5517 -0.9099 4.3867  0.345
H -3.2160 -1.7390 3.6759  0.313
H -5.6326 -1.3549 2.4968  0.575
H -4.1545 -1.1818 1.4307  -0.804

Force components x, y, z for each atom (eV/Å):
C -0.508 -2.990 -0.063
C 0.529 1.112 0.062
C 1.161 -0.656 0.434
C -0.006 -0.098 -1.036
C -1.209 1.679 0.791
C -0.288 -0.541 0.179
N 1.341 2.442 2.671
O -0.506 -1.221 -2.270
C 0.398 0.251 -0.260
C 0.014 1.622 0.675
C -0.983 -1.036 -1.363
H -0.131 0.064 -0.198
H -1.020 0.695 -0.177
H 0.174 0.527 0.776
H 0.024 0.045 -0.179
H -0.169 0.455 -0.082
H -0.201 -0.279 -0.313
H -0.002 -0.072 0.344
H 0.270 -0.516 -0.220
H -0.259 -0.602 -0.318
H -0.226 0.267 0.228
H -0.595 -0.095 -0.826
H 0.582 -0.021 0.525
H 0.419 -1.091 -0.130
H 0.449 -0.493 0.108
H -0.430 -0.119 -0.596
H 0.615 0.605 -0.097
H 0.035 -0.279 -0.228
H 0.384 0.544 1.542
C -0.605 0.488 1.206
C 1.626 -0.191 -0.334
C -1.256 -2.262 0.797
C 0.792 0.970 2.196
C -0.058 -0.803 -0.047
C 1.133 1.277 -1.471
N 3.995 2.641 -3.061
O -4.496 -3.110 4.437
C -0.660 0.074 0.292
C -2.033 1.478 -0.621
C 0.726 0.631 -0.638
H 0.090 0.187 0.490
H 0.493 -0.594 0.112
H -0.177 0.033 -0.403
H 0.008 0.790 -1.396
H -0.660 0.938 -0.445
H -0.095 0.229 -0.302
H -0.693 -0.560 -0.120
H 0.410 0.005 -0.761
H 0.257 -0.611 0.076
H 0.231 -0.195 0.772
H 0.021 -0.399 0.367
H -0.199 0.524 -0.833
H 0.295 -0.497 0.356
H 0.066 -0.939 -0.074
H 0.969 -0.037 -0.367
H -0.036 0.077 0.263
H -0.627 0.275 0.067
H -0.394 -0.766 -1.093
C 2.087 -0.700 -0.958
C 0.229 0.125 -0.167
C -0.408 -0.085 0.091
C 1.525 -0.295 -0.612
C -0.281 -0.233 -0.291
C -0.413 -0.177 0.184
N -2.016 1.195 -1.490
O 0.577 -1.614 -0.041
C 1.061 -0.128 -0.311
C -1.057 -1.659 1.678
C 1.727 0.287 -0.352
H -1.311 0.648 -0.103
H 0.241 0.338 0.223
H -0.465 0.451 0.069
H 0.085 0.519 0.062
H 0.217 -0.912 0.511
H -0.697 0.390 -0.168
H 0.012 0.147 0.068
H -0.049 -0.024 0.921
H 0.014 -0.195 0.492
H -0.001 0.279 0.236
H -0.817 -0.286 -0.044
H 0.154 -0.093 0.753
H 0.640 0.786 -0.130
H 0.003 0.254 -0.503
H 0.042 0.419 -0.423
H 0.011 -0.075 0.375
H -0.425 0.451 -0.016
H -0.685 -0.290 0.345
P 0.620 -3.092 -0.580
O -2.291 0.787 1.490
O 1.602 1.980 1.049
O -0.237 0.010 -1.052
O 0.468 0.774 -0.282
O -0.511 -0.634 -0.714
C 0.389 0.894 0.242
O 0.563 0.428 0.845
C -1.228 -1.726 -0.514
C 0.250 -0.116 -1.615
C -0.359 -0.459 0.946
H 0.926 0.085 0.694
H 0.691 0.280 0.288
H 0.028 -0.087 0.223
H -0.565 0.525 -0.142
H -0.291 -0.213 0.507
H 0.530 0.923 -0.819
O -1.098 -0.021 -0.713
C 2.018 -0.683 -0.287
O -1.298 1.290 -0.170
C 0.490 -1.180 2.324
C 0.877 0.398 0.030
C -2.423 -0.644 0.220
H 0.263 0.664 -0.709
H 0.517 0.158 -0.248
H 0.116 0.173 -0.626
H -0.214 -0.476 0.115
H 0.267 0.175 0.292
H 0.752 0.432 -0.371
O 0.158 -0.648 -0.885
C 1.348 2.303 1.560
O -1.473 -1.201 -1.601
C -0.154 -0.621 1.025
C 0.886 1.630 1.680
C 0.049 -0.095 -2.073
H 0.044 0.150 0.220
H -0.371 -0.292 -0.296
H 0.248 0.060 0.028
H -0.062 -0.532 -0.400
H -0.363 -0.449 0.379
H -0.340 -0.358 0.205
O 0.057 -0.244 0.291
C 0.620 0.544 -0.326
O -0.563 -0.340 0.508
C -0.601 -0.281 -0.899
C 1.008 0.434 -0.648
C 1.139 0.104 -0.641
H -0.022 -0.066 -0.566
H -0.416 -0.104 0.499
H -0.499 0.191 1.367
H 0.250 -0.430 -0.082
H -0.285 0.172 -0.420
H -0.493 0.050 0.808

Calculated values
HOMO level (eV): -7.1
E_LUMO (eV): -2.49
Total charge: 0
Energy (eV): -90320.257
HOMO-LUMO gap (eV): 4.62
Strongest force on any atom (Eh/bohr): 0.1369